[1]
{"formula": "C43H34Br2CaN4O3P", "method": "ωB97M-V/def2-TZVPD", "species": ["Ca", "O", "C", "C", "C", "C", "C", "C", "C", "P", "C", "C", "C", "C", "C", "C", "C", "C", "C", "C", "C", "C", "H", "H", "H", "H", "H", "H", "H", "H", "H", "H", "H", "H", "H", "H", "Br", "C", "C", "C", "N", "C", "C", "C", "C", "C", "Br", "C", "C", "N", "H", "H", "H", "H", "H", "H", "N", "C", "C", "O", "O", "H", "H", "H", "H", "C", "C", "C", "C", "C", "C", "N", "C", "C", "C", "C", "C", "C", "H", "H", "H", "H", "H", "H", "H", "H", "H", "H"], "xyz": [[1.04, 0.13, 1.02], [0.09, 0.44, -0.74], [-0.28, 1.45, -1.45], [-1.46, 1.27, -2.22], [-2.10, 2.24, -3.01], [-3.23, 1.93, -3.73], [-3.76, 0.64, -3.69], [-3.18, -0.31, -2.86], [-2.05, -0.03, -2.12], [-1.28, -1.23, -0.99], [0.15, -1.81, -1.99], [0.95, -2.82, -1.48], [2.08, -3.24, -2.15], [2.44, -2.66, -3.35], [1.65, -1.64, -3.87], [0.52, -1.22, -3.20], [-2.39, -2.71, -1.33], [-3.49, -2.82, -0.49], [-4.31, -3.93, -0.51], [-4.03, -4.97, -1.38], [-2.94, -4.88, -2.23], [-2.13, -3.76, -2.21], [-1.70, 3.25, -3.04], [-3.69, 2.69, -4.35], [-4.62, 0.39, -4.29], [-3.62, -1.29, -2.81], [0.66, -3.30, -0.55], [2.70, -4.03, -1.73], [3.32, -2.99, -3.89], [1.93, -1.18, -4.81], [-0.09, -0.44, -3.64], [-3.69, -2.00, 0.20], [-5.16, -3.99, 0.15], [-4.65, -5.86, -1.38], [-2.72, -5.70, -2.91], [-1.28, -3.70, -2.89], [-4.78, 1.36, 4.67], [-3.24, 1.02, 3.58], [-2.71, 2.06, 2.81], [-1.57, 1.75, 2.07], [-0.98, 0.58, 2.06], [-1.53, -0.44, 2.78], [-2.68, -0.22, 3.57], [-0.86, -1.70, 2.71], [-1.34, -2.87, 3.36], [-0.59, -4.01, 3.29], [-1.21, -5.59, 4.16], [0.63, -4.03, 2.60], [1.00, -2.85, 1.97], [0.30, -1.74, 2.00], [-3.14, 3.04, 2.80], [-1.11, 2.52, 1.46], [-3.10, -1.01, 4.18], [-2.27, -2.86, 3.90], [1.24, -4.92, 2.56], [1.93, -2.80, 1.43], [2.86, -0.15, -0.49], [3.92, -0.84, 0.22], [3.82, -0.51, 1.75], [4.84, -0.66, 2.42], [2.69, -0.13, 2.14], [2.84, -0.40, -1.47], [3.04, 0.85, -0.42], [4.93, -0.57, -0.12], [3.80, -1.92, 0.12], [0.46, 4.90, -2.46], [0.51, 3.56, -2.66], [0.73, 2.59, -1.56], [1.08, 3.23, -0.23], [0.98, 4.64, -0.12], [0.65, 5.45, -1.17], [1.43, 2.42, 0.74], [2.13, 2.88, 1.84], [3.29, 3.64, 1.67], [4.08, 3.98, 2.75], [3.73, 3.58, 4.02], [2.58, 2.82, 4.21], [1.79, 2.47, 3.13], [0.27, 5.57, -3.29], [0.40, 3.14, -3.65], [1.63, 2.01, -1.84], [1.15, 5.07, 0.86], [0.55, 6.51, -1.03], [3.59, 3.93, 0.67], [4.99, 4.55, 2.59], [4.35, 3.83, 4.86], [2.30, 2.50, 5.20], [0.91, 1.86, 3.27]], "e_homo_ev": [-2.7, -2.3], "total_charge": -1}

[2]
{"formula": "C43H42BClInN5O3S3", "method": "ωB97M-V/def2-TZVPD", "species": ["In", "C", "N", "C", "C", "C", "C", "C", "N", "C", "C", "C", "C", "C", "C", "H", "H", "H", "H", "H", "H", "H", "H", "H", "H", "H", "S", "C", "N", "C", "C", "N", "C", "C", "C", "C", "C", "C", "C", "C", "S", "C", "C", "C", "C", "C", "C", "C", "H", "H", "H", "H", "H", "H", "H", "H", "H", "H", "H", "H", "H", "H", "H", "H", "H", "H", "Cl", "C", "C", "O", "O", "H", "H", "H", "C", "C", "O", "S", "C", "C", "C", "C", "C", "C", "C", "C", "H", "H", "H", "H", "H", "H", "H", "B", "C", "N", "H", "H", "H"], "xyz": [[-1.33, 0.11, -0.93], [-4.22, -0.43, -2.57], [-2.82, -0.74, -2.60], [-2.29, -1.70, -3.27], [-0.91, -1.96, -3.12], [-0.07, -2.90, -3.71], [1.18, -2.76, -3.11], [1.04, -1.73, -2.18], [-0.19, -1.24, -2.20], [-5.17, -1.54, -2.90], [-5.25, -2.64, -2.05], [-6.12, -3.68, -2.32], [-6.95, -3.61, -3.43], [-6.89, -2.52, -4.27], [-6.00, -1.49, -4.01], [-4.39, 0.43, -3.24], [-4.40, -0.08, -1.55], [-2.88, -2.35, -3.93], [-0.33, -3.61, -4.48], [2.07, -3.34, -3.31], [1.77, -1.32, -1.50], [-4.62, -2.67, -1.17], [-6.15, -4.53, -1.66], [-7.63, -4.42, -3.65], [-7.56, -2.46, -5.13], [-5.96, -0.63, -4.67], [2.27, 1.12, 1.11], [3.31, -0.12, 0.76], [4.46, 0.10, -0.02], [5.52, -0.85, 0.15], [4.97, -2.23, -0.13], [3.81, -2.48, 0.69], [3.44, -3.87, 0.83], [4.27, -4.55, 1.88], [5.13, -5.60, 1.58], [5.93, -6.16, 2.56], [5.90, -5.68, 3.85], [5.04, -4.64, 4.16], [4.24, -4.08, 3.19], [3.03, -1.46, 1.16], [1.82, -1.80, 2.25], [4.82, 1.43, -0.43], [5.74, 2.15, 0.53], [5.28, 2.48, 1.81], [6.08, 3.18, 2.69], [7.36, 3.55, 2.32], [7.84, 3.20, 1.07], [7.04, 2.49, 0.19], [5.95, -0.81, 1.17], [6.32, -0.62, -0.57], [5.72, -3.00, 0.11], [4.71, -2.32, -1.20], [3.55, -4.36, -0.14], [2.38, -3.89, 1.12], [5.18, -5.98, 0.56], [6.60, -6.98, 2.31], [6.54, -6.10, 4.61], [5.00, -4.25, 5.17], [3.57, -3.26, 3.41], [3.89, 1.99, -0.53], [5.31, 1.35, -1.41], [4.27, 2.20, 2.08], [5.70, 3.45, 3.66], [7.98, 4.14, 2.99], [8.85, 3.49, 0.78], [7.43, 2.23, -0.79], [0.94, 1.45, -1.02], [-2.00, 0.55, 3.20], [-1.96, 0.52, 1.68], [-3.00, 0.65, 1.04], [-0.82, 0.35, 1.17], [-2.83, 1.18, 3.54], [-1.05, 0.90, 3.59], [-2.17, -0.47, 3.55], [-4.50, 8.22, 1.51], [-5.68, 8.76, 0.76], [-6.03, 9.91, 0.77], [-6.67, 7.58, -0.13], [-5.58, 6.17, -0.43], [-5.56, 5.08, 0.42], [-4.73, 4.01, 0.14], [-3.92, 4.03, -1.01], [-3.98, 5.13, -1.87], [-4.81, 6.19, -1.59], [-3.06, 2.94, -1.25], [-2.31, 2.00, -1.44], [-3.69, 8.95, 1.50], [-4.17, 7.28, 1.10], [-4.81, 8.07, 2.55], [-6.17, 5.07, 1.31], [-4.68, 3.15, 0.78], [-3.36, 5.13, -2.76], [-4.86, 7.05, -2.25], [-3.36, -3.61, 1.39], [-2.63, -2.54, 0.54], [-2.10, -1.77, -0.13], [-2.87, -3.60, 2.49], [-4.53, -3.29, 1.43], [-3.23, -4.69, 0.87]], "relative_energy_kcal_mol": 51.4, "e_homo_ev": -2.4, "total_charge": -2}

[3]
{"formula": "C19H31BrCoO2S3Sb", "method": "ωB97M-V/def2-TZVPD", "species": ["Co", "C", "C", "S", "C", "C", "S", "C", "C", "S", "H", "H", "H", "H", "H", "H", "H", "H", "H", "H", "H", "H", "Br", "C", "C", "C", "C", "C", "C", "C", "O", "O", "H", "H", "H", "H", "C", "C", "Sb", "C", "C", "C", "C", "H", "H", "H", "H", "H", "H", "H", "H", "H", "H", "H", "H", "H", "H", "H"], "xyz": [[-1.10, 1.09, 0.53], [1.69, 3.25, 4.22], [1.16, 1.09, 5.54], [-1.12, 0.45, 2.91], [-2.30, 1.77, 3.39], [-2.02, 3.19, 2.91], [-1.66, 3.32, 1.12], [-0.28, 4.56, 0.96], [0.52, 4.99, 2.18], [1.97, 3.92, 2.55], [2.70, 2.99, 4.53], [1.35, 4.06, 4.86], [0.90, 1.55, 6.49], [0.56, 0.16, 5.46], [-2.40, 1.77, 4.47], [-3.24, 1.40, 2.97], [-1.20, 3.64, 3.45], [-2.92, 3.79, 3.09], [-0.79, 5.43, 0.53], [0.38, 4.15, 0.19], [-0.07, 5.14, 3.08], [0.96, 5.96, 1.93], [5.08, -0.26, 4.72], [3.26, 0.18, 4.48], [2.59, 0.71, 5.56], [0.74, 2.01, 4.37], [0.55, 1.26, 3.06], [1.57, 0.28, 2.61], [2.73, -0.13, 3.20], [1.39, -0.27, 1.18], [1.96, -1.29, 0.88], [0.62, 0.43, 0.42], [3.13, 0.83, 6.49], [-0.24, 2.39, 4.66], [0.55, 2.02, 2.26], [3.34, -0.78, 2.59], [-4.30, -1.86, 0.52], [-4.54, -0.66, -0.39], [-2.70, 0.09, -1.25], [-2.29, -1.37, -2.79], [-0.83, -1.52, -3.19], [-3.42, 1.78, -2.40], [-2.33, 2.38, -3.28], [-5.25, -2.26, 0.88], [-3.70, -1.60, 1.40], [-3.79, -2.67, 0.00], [-5.01, 0.16, 0.15], [-5.16, -0.93, -1.24], [-2.90, -1.03, -3.62], [-2.70, -2.31, -2.42], [-0.41, -0.59, -3.57], [-0.76, -2.26, -3.99], [-0.21, -1.87, -2.36], [-3.83, 2.51, -1.70], [-4.25, 1.38, -3.00], [-1.49, 2.75, -2.69], [-2.73, 3.21, -3.86], [-1.94, 1.65, -3.99]], "multiplicity": 5, "e_homo_ev": [-14.6, -14.8], "total_charge": 2}

[4]
{"formula": "C39H83BIN9O11P", "method": "ωB97M-V/def2-TZVPD", "species": ["C", "O", "B", "O", "P", "C", "C", "C", "C", "C", "C", "C", "C", "C", "C", "C", "I", "H", "H", "H", "H", "H", "H", "H", "H", "H", "H", "H", "H", "H", "H", "H", "H", "H", "H", "H", "H", "C", "C", "O", "N", "C", "H", "H", "H", "H", "H", "H", "H", "C", "C", "O", "N", "C", "H", "H", "H", "H", "H", "H", "H", "C", "C", "O", "N", "C", "H", "H", "H", "H", "H", "H", "H", "C", "C", "O", "N", "C", "H", "H", "H", "H", "H", "H", "H", "C", "C", "O", "N", "C", "H", "H", "H", "H", "H", "H", "H", "C", "C", "O", "N", "C", "H", "H", "H", "H", "H", "H", "H", "C", "C", "O", "N", "C", "H", "H", "H", "H", "H", "H", "H", "C", "C", "O", "N", "C", "H", "H", "H", "H", "H", "H", "H", "C", "C", "O", "N", "C", "H", "H", "H", "H", "H", "H", "H"], "xyz": [[-4.45, -2.08, 0.91], [-4.54, -0.68, 1.38], [-3.91, 0.24, 0.38], [-2.97, -0.28, -0.64], [-4.36, 2.12, 0.55], [-6.20, 2.52, 0.52], [-7.10, 1.97, -0.72], [-7.20, 0.38, -1.21], [-8.13, -0.13, -2.49], [-9.03, 0.92, -3.37], [-8.99, 2.50, -2.90], [-8.06, 3.01, -1.61], [-8.20, 4.63, -1.29], [-3.22, 3.09, -0.60], [-3.69, 3.38, -2.12], [-4.51, 2.19, -2.89], [-4.71, 5.36, -2.19], [-4.76, -2.21, -0.23], [-5.21, -2.77, 1.52], [-3.36, -2.47, 1.10], [-3.56, -0.63, -1.38], [-3.91, 2.45, 1.91], [-6.68, 2.06, 1.52], [-6.30, 3.70, 0.68], [-6.62, -0.47, -0.64], [-8.15, -1.27, -2.79], [-9.64, 0.50, -4.29], [-9.65, 3.26, -3.52], [-7.83, 4.95, -0.23], [-7.77, 5.32, -2.17], [-9.37, 4.85, -1.30], [-2.94, 4.14, -0.10], [-2.18, 2.51, -0.65], [-2.70, 3.56, -2.75], [-5.64, 2.54, -3.02], [-4.07, 2.15, -4.00], [-4.39, 1.12, -2.45], [-2.93, 7.55, 3.23], [-3.07, 6.21, 2.55], [-4.13, 5.84, 2.05], [-1.98, 5.40, 2.51], [-0.66, 5.64, 3.03], [-3.89, 8.08, 3.19], [-2.66, 7.41, 4.28], [-2.18, 8.15, 2.72], [-2.16, 4.52, 2.03], [0.05, 5.58, 2.20], [-0.43, 4.84, 3.75], [-0.57, 6.61, 3.52], [-2.25, 9.33, 6.71], [-0.93, 8.63, 6.91], [-0.46, 7.88, 6.07], [-0.26, 8.84, 8.08], [-0.65, 9.68, 9.20], [-2.66, 9.06, 5.73], [-2.96, 9.03, 7.48], [-2.10, 10.42, 6.74], [0.61, 8.34, 8.14], [0.14, 10.42, 9.35], [-0.71, 9.04, 10.09], [-1.60, 10.18, 9.04], [-4.35, 3.80, -7.76], [-5.07, 2.54, -7.35], [-6.13, 2.57, -6.74], [-4.51, 1.34, -7.68], [-3.28, 1.09, -8.39], [-4.92, 4.67, -7.43], [-3.36, 3.83, -7.29], [-4.25, 3.84, -8.85], [-5.06, 0.55, -7.37], [-3.51, 0.50, -9.28], [-2.63, 0.50, -7.73], [-2.76, 2.01, -8.67], [-1.16, -6.07, 2.78], [0.19, -5.91, 2.14], [0.90, -6.88, 1.87], [0.63, -4.65, 1.87], [-0.04, -3.40, 2.11], [-1.37, -7.13, 2.94], [-1.18, -5.57, 3.75], [-1.94, -5.66, 2.13], [1.55, -4.63, 1.44], [-0.16, -2.88, 1.15], [0.59, -2.79, 2.76], [-1.02, -3.53, 2.57], [-4.54, -5.74, -2.52], [-4.59, -4.24, -2.60], [-5.34, -3.57, -1.90], [-3.77, -3.61, -3.49], [-2.82, -4.20, -4.41], [-5.25, -6.08, -1.77], [-4.82, -6.17, -3.49], [-3.54, -6.06, -2.23], [-3.86, -2.60, -3.49], [-1.83, -3.80, -4.18], [-3.10, -3.91, -5.42], [-2.79, -5.29, -4.34], [4.35, -1.23, -0.01], [3.63, -2.49, 0.40], [2.57, -2.46, 1.01], [4.19, -3.69, 0.07], [5.42, -3.94, -0.63], [3.78, -0.36, 0.32], [5.34, -1.20, 0.46], [4.45, -1.19, -1.10], [3.64, -4.48, 0.38], [5.19, -4.52, -1.53], [6.07, -4.53, 0.02], [5.94, -3.02, -0.92], [0.58, -9.56, -0.23], [0.22, -9.91, -1.65], [-0.89, -10.34, -1.95], [1.17, -9.73, -2.61], [2.51, -9.24, -2.47], [-0.28, -9.75, 0.42], [1.41, -10.18, 0.11], [0.83, -8.50, -0.16], [0.85, -9.99, -3.54], [2.62, -8.35, -3.09], [3.20, -10.01, -2.83], [2.76, -8.99, -1.43], [7.87, 0.42, 2.96], [7.73, -0.91, 2.28], [6.67, -1.28, 1.77], [8.82, -1.73, 2.23], [10.14, -1.49, 2.75], [6.91, 0.96, 2.91], [8.14, 0.29, 4.01], [8.62, 1.03, 2.44], [8.64, -2.60, 1.76], [10.85, -1.54, 1.92], [10.37, -2.28, 3.47], [10.23, -0.51, 3.24], [14.55, 1.14, 0.83], [13.83, -0.11, 1.24], [12.77, -0.08, 1.85], [14.39, -1.31, 0.91], [15.62, -1.57, 0.21], [13.98, 2.01, 1.16], [15.54, 1.18, 1.30], [14.65, 1.18, -0.26], [13.84, -2.11, 1.22], [15.39, -2.15, -0.69], [16.27, -2.16, 0.86], [16.14, -0.65, -0.08]], "e_homo_ev": -10.3, "total_charge": 1}

[5]
{"formula": "C3H7BrO4S2", "method": "ωB97M-V/def2-TZVPD", "species": ["C", "C", "C", "O", "O", "O", "O", "S", "S", "Br", "H", "H", "H", "H", "H", "H", "H"], "xyz": [[-0.74, -1.71, 1.49], [1.66, 1.92, -0.86], [-0.68, 0.29, -0.51], [-2.80, -1.17, -0.09], [-0.87, -2.27, -1.11], [0.76, 1.06, 1.50], [1.72, -0.61, -0.02], [-1.38, -1.34, -0.16], [0.96, 0.60, 0.15], [-1.83, 1.65, -0.11], [-1.02, -0.91, 2.16], [-1.20, -2.64, 1.79], [0.33, -1.82, 1.41], [2.09, 1.46, -1.74], [0.87, 2.62, -1.13], [2.42, 2.42, -0.27], [-0.27, 0.46, -2.52]], "relative_energy_kcal_mol": 39.0, "e_homo_ev": [-10.7, -10.3], "total_charge": 0}

[6]
{"formula": "C6H7BrNO2", "method": "ωB97M-V/def2-TZVPD", "species": ["C", "C", "O", "C", "O", "N", "C", "C", "C", "H", "H", "H", "H", "H", "H", "H", "Br"], "xyz": [[2.78, -0.80, 0.06], [2.36, 0.13, -0.79], [1.48, 1.04, -1.50], [0.59, 1.69, -0.51], [1.16, 2.49, 0.30], [-0.88, 1.43, -0.44], [-1.18, 0.43, 0.67], [-0.55, -1.05, 0.34], [-0.62, -1.69, -0.98], [2.99, -1.60, 0.87], [-1.22, 0.98, -1.32], [-2.32, 0.35, 0.90], [-0.68, 0.75, 1.66], [0.03, -1.65, 1.15], [-1.67, -2.10, -1.28], [0.30, -1.82, -1.67], [-2.56, 1.41, 2.53]], "e_homo_ev": -3.1, "total_charge": -1}